{"formula": "C12H30N2O8PbS", "method": "ωB97M-V/def2-TZVPD", "mol_weight_g_mol": 569.6, "e_tot_ev": -48372.094, "orbital_gap_ev": 7.612, "e_lumo_ev": 0.1, "e_above_lowest_kcal_mol": 8.2, "species": ["Pb", "S", "O", "O", "O", "O", "C", "O", "C", "C", "N", "C", "C", "O", "C", "H", "H", "H", "H", "H", "H", "H", "H", "H", "H", "H", "H", "H", "H", "H", "C", "O", "C", "C", "N", "C", "C", "O", "C", "H", "H", "H", "H", "H", "H", "H", "H", "H", "H", "H", "H", "H", "H", "H"], "positions_angstrom": [[-0.47736, 0.54775, -0.03730], [-2.38587, 2.65092, 1.10516], [-3.34555, 3.48752, 0.42203], [-2.32388, 2.83245, 2.55782], [-2.59721, 1.17484, 0.91838], [-1.05713, 2.83726, 0.47705], [-3.30732, -1.17351, -1.22140], [-1.97767, -0.89122, -1.62534], [-1.88917, -0.58890, -3.02054], [-0.46284, -0.21971, -3.42513], [0.06018, 0.82042, -2.55011], [1.47470, 1.15033, -2.79348], [2.35982, 0.02926, -2.19786], [1.92405, -0.35208, -0.88120], [2.95612, -1.03615, -0.19724], [-3.62035, -2.15677, -1.59074], [-3.99708, -0.39175, -1.54180], [-3.34558, -1.21274, -0.13414], [-2.62900, 0.16541, -3.30999], [-2.16553, -1.49344, -3.57609], [-0.46047, 0.01987, -4.49257], [0.08185, -1.15100, -3.24297], [-0.47726, 1.67110, -2.73371], [1.73346, 2.12895, -2.39802], [1.75543, 1.15099, -3.85551], [3.38172, 0.41683, -2.15326], [2.33205, -0.86474, -2.82516], [3.12459, -2.02608, -0.64373], [2.58107, -1.27530, 0.80189], [3.86410, -0.43605, -0.12806], [2.15699, 2.82433, 0.94740], [1.42017, 1.71634, 1.36667], [1.29835, 1.62433, 2.78236], [0.63503, 0.30793, 3.15480], [-0.67774, 0.13602, 2.57127], [-1.29263, -1.17568, 2.72167], [-0.56905, -2.32889, 2.01650], [-0.32455, -1.97021, 0.66121], [-0.02835, -3.09438, -0.17340], [1.90199, 3.74089, 1.48280], [1.98795, 3.06978, -0.10290], [3.23827, 2.65900, 1.02132], [0.72706, 2.49124, 3.12865], [2.27827, 1.61056, 3.27361], [0.55140, 0.34532, 4.25366], [1.32082, -0.48111, 2.83464], [-1.30193, 0.91544, 2.80587], [-2.31302, -1.08071, 2.33730], [-1.47033, -1.37108, 3.79013], [-1.14523, -3.25628, 2.04673], [0.37788, -2.50136, 2.54508], [-0.87457, -3.78367, -0.16685], [0.91510, -3.52261, 0.17242], [0.07824, -2.68965, -1.17793]], "atomic_forces_ev_per_a": [[-0.9, 1.1, 1.6], [-1.0, 0.4, 1.0], [-0.4, -0.3, 0.1], [0.3, 0.3, 0.1], [-1.0, -1.6, -1.1], [2.2, 0.4, -0.9], [-0.3, -0.3, 0.3], [0.2, 0.3, -0.8], [-0.4, -0.4, -0.2], [-0.7, -0.8, 1.0], [0.2, 1.3, -1.8], [0.4, -1.5, 0.2], [-0.4, 0.5, 0.4], [0.9, 0.4, -0.9], [-0.7, -0.7, 0.5], [0.0, 0.1, -0.2], [0.0, 0.0, -0.1], [0.2, 0.2, 0.0], [0.1, 0.3, 0.3], [0.0, 0.0, -0.1], [0.2, 0.0, 0.0], [0.4, 0.2, -0.2], [0.0, -0.1, 0.2], [-0.2, 0.0, 0.3], [-0.3, 0.2, -0.1], [0.1, -0.2, 0.0], [0.1, 0.0, -0.2], [0.4, 0.3, -0.3], [0.0, 0.4, 0.0], [0.1, -0.1, -0.1], [0.6, 0.9, -0.4], [0.4, -0.5, 0.3], [-0.3, 0.0, -0.1], [-0.2, 0.6, 0.5], [0.8, -0.2, -0.7], [-1.0, 0.4, 0.3], [0.3, 0.7, 0.5], [-0.2, -0.6, 0.2], [-0.1, 1.0, 0.3], [-0.1, -0.1, 0.2], [-0.4, -0.4, 0.0], [0.0, -0.1, 0.3], [-0.1, -0.1, 0.1], [0.1, 0.2, -0.2], [0.4, -0.4, 0.0], [-0.2, -0.2, 0.2], [-0.1, -0.2, -0.1], [0.1, 0.1, -0.3], [0.4, -0.6, 0.0], [-0.2, 0.1, 0.2], [0.1, -0.2, -0.2], [0.2, -0.3, 0.1], [-0.1, -0.4, -0.2], [0.1, -0.1, 0.0]]}